Density functional theory data (ωB97M-V/def2-TZVPD) for a structure of composition C71H62AsBrCdGeN4O6P2S at a distorted geometry.

Element x y z (Å)
Cd  0.76335  -0.76735  0.36627
Br  2.16376  -4.07281  1.77853
C  0.70483  -3.29766  2.68987
C  0.15705  -4.00557  3.74627
C  -0.98839  -3.49257  4.33419
C  -1.49528  -2.29229  3.86758
C  -0.82102  -1.63212  2.84580
N  0.25824  -2.13942  2.26103
C  -1.34853  -0.28422  2.34452
O  -2.21280  0.25546  3.01543
O  -0.87299  0.14829  1.25298
H  0.61664  -4.92676  4.06847
H  -1.47614  -4.03855  5.12804
H  -2.39559  -1.84367  4.25740
O  -0.81180  -3.00025  0.03601
P  -0.85803  -4.05250  -0.99149
C  0.66954  -4.12377  -2.01367
P  0.85460  -2.48410  -2.83702
O  0.62048  -1.35727  -1.91183
C  -0.27210  -2.34166  -4.25751
C  -1.29093  -1.39901  -4.19133
C  -2.12939  -1.21205  -5.27596
C  -1.94368  -1.95748  -6.42893
C  -0.91511  -2.88392  -6.50197
C  -0.07714  -3.07677  -5.41887
C  2.55283  -2.53593  -3.49734
C  3.24249  -3.71523  -3.75608
C  4.55829  -3.66895  -4.18272
C  5.18538  -2.44931  -4.38002
C  4.48688  -1.27237  -4.16160
C  3.17789  -1.31532  -3.71650
C  -2.21092  -3.82899  -2.17190
C  -3.10089  -2.78634  -1.96035
C  -4.16398  -2.60667  -2.82880
C  -4.32317  -3.45298  -3.91362
C  -3.42877  -4.49031  -4.12643
C  -2.37861  -4.68746  -3.25119
C  -1.06985  -5.71075  -0.25969
C  -2.36223  -6.18223  -0.06939
C  -2.57418  -7.37215  0.60440
C  -1.49961  -8.09318  1.10218
C  -0.20973  -7.62495  0.91426
C  0.00515  -6.44040  0.23018
H  0.62799  -4.94873  -2.72194
H  1.53253  -4.22823  -1.34475
H  -1.41818  -0.82354  -3.28253
H  -2.92125  -0.47929  -5.22636
H  -2.59493  -1.81005  -7.27777
H  -0.76275  -3.44981  -7.40895
H  0.73653  -3.78605  -5.47322
H  2.76686  -4.67486  -3.61671
H  5.10197  -4.58867  -4.34426
H  6.21841  -2.41705  -4.69643
H  4.96817  -0.31972  -4.32103
H  2.63360  -0.40651  -3.50374
H  -2.93870  -2.12607  -1.11591
H  -4.87426  -1.81024  -2.66387
H  -5.15177  -3.31109  -4.59153
H  -3.55681  -5.14744  -4.97310
H  -1.68912  -5.50702  -3.39657
H  -3.19775  -5.61063  -0.45166
H  -3.58081  -7.73564  0.74826
H  -1.66671  -9.01901  1.63396
H  0.63403  -8.17527  1.30449
H  1.01307  -6.08090  0.09710
N  -0.22264  2.31025  -1.69269
N  0.88654  3.08184  -2.10487
C  2.12834  2.75877  -1.55115
N  3.20739  4.91193  -1.70541
S  2.45721  0.93471  -1.20625
H  -0.16560  1.34104  -2.02774
H  -1.06412  2.74181  -2.06899
H  0.97049  3.17294  -3.11896
H  4.11959  5.33923  -1.83778
H  3.02689  4.89161  -0.70737
C  -5.56655  3.27843  -3.62982
C  -5.15381  4.03403  -2.54587
C  -4.30922  3.48798  -1.59485
C  -3.86120  2.17899  -1.70874
C  -4.27051  1.43710  -2.81373
C  -5.12427  1.97251  -3.76193
As  -2.70401  1.25896  -0.35960
C  -2.56699  2.75651  0.86457
C  -1.62626  3.77102  0.86319
C  -1.67645  4.77075  1.82463
C  -2.67426  4.76168  2.78510
C  -3.61577  3.74798  2.80030
C  -3.56369  2.73426  1.85174
C  -4.47832  1.60135  1.77862
C  -5.51098  1.32837  2.66549
C  -6.32318  0.22459  2.47228
C  -6.11458  -0.61919  1.39469
C  -5.06917  -0.36873  0.51712
C  -4.24888  0.72970  0.70452
H  -6.22160  3.70901  -4.37400
H  -5.49687  5.05373  -2.44177
H  -3.99787  4.08663  -0.74742
H  -3.90757  0.41744  -2.91849
H  -5.44981  1.38072  -4.60812
H  -0.84053  3.78456  0.11876
H  -0.93139  5.55602  1.82527
H  -2.71272  5.54364  3.53158
H  -4.38530  3.74675  3.55928
H  -5.68016  1.96420  3.52280
H  -7.13156  0.02665  3.16479
H  -6.75252  -1.48475  1.25365
H  -4.89693  -1.05265  -0.30781
O  2.69688  -1.35226  1.07749
C  2.67337  -0.46001  1.94977
O  1.87692  0.50422  1.89622
C  3.60976  -0.50828  3.12861
C  4.39435  0.78732  3.16854
Ge  3.26831  2.42433  2.74533
C  4.52190  3.87106  3.38020
C  5.87426  3.63306  3.59102
C  6.72198  4.62849  4.03988
C  6.22799  5.89730  4.28186
C  4.88634  6.15931  4.06306
C  4.04740  5.15403  3.61854
C  1.69871  2.63649  3.95211
C  2.03049  2.85886  5.28344
C  1.05164  2.93962  6.25589
C  -0.28094  2.80166  5.90221
C  -0.62137  2.57777  4.57949
C  0.36445  2.49475  3.60847
C  3.39078  2.70793  0.74785
C  4.66874  2.82086  0.33910
C  5.21344  2.67568  -0.98921
C  4.58097  2.89860  -2.14094
C  3.23223  3.54911  -2.24181
C  2.24561  2.41347  -0.11247
H  4.25061  -1.38683  3.05088
H  2.98494  -0.59166  4.02039
H  5.19622  0.73185  2.42959
H  4.84655  0.91890  4.15323
H  6.26931  2.64245  3.41171
H  7.76773  4.41000  4.20118
H  6.88858  6.67707  4.63118
H  4.49577  7.15020  4.24138
H  2.99389  5.34932  3.46265
H  3.07332  2.96969  5.55511
H  1.33124  3.09924  7.28886
H  -1.04946  2.85720  6.66148
H  -1.65472  2.44222  4.29893
H  0.08085  2.29175  2.58789
H  5.41556  2.97013  1.11076
H  6.23831  2.32404  -1.02047
H  5.08086  2.69910  -3.07799
H  2.97787  3.63597  -3.31189
H  1.29056  2.36099  0.40277

Forces on the atoms, in the same order (eV/Å):
-0.8688 -0.5583 -1.9824
0.2570 -0.4337 0.0053
-0.0787 -0.0296 0.2028
0.0046 -0.0055 -0.0805
0.0759 0.0799 -0.1884
0.0651 0.0809 -0.0737
-0.3591 0.0924 0.3069
-0.0750 -0.2278 0.4227
-0.2547 -0.4447 0.5593
-0.0956 0.0183 0.2317
-0.5368 0.5131 -0.0537
-0.0644 -0.0755 0.0023
-0.0428 0.0118 0.0955
0.0117 0.0639 0.0714
0.0018 0.6753 0.3050
0.0033 -1.0693 -0.3236
-0.5027 0.7259 0.0960
0.5560 -1.1500 -0.9813
-0.2111 0.6461 0.6616
0.4015 0.0017 0.2821
0.0707 0.0689 0.1639
0.0134 0.0226 -0.0873
0.0259 0.0351 0.0024
0.0225 -0.1140 -0.1024
0.0127 -0.0285 0.0611
-0.4770 0.0158 0.0803
-0.0815 -0.0192 0.0634
0.0852 -0.0964 -0.0324
-0.0455 0.0256 0.0054
0.0604 0.0590 -0.0063
-0.0833 0.0665 0.0439
0.2190 -0.1840 0.3299
0.0473 0.0489 0.2227
-0.1424 -0.0076 -0.0386
-0.0373 0.0379 0.1069
0.0309 -0.1198 -0.1311
-0.0079 0.0419 0.0635
-0.0242 0.4429 -0.4122
-0.0790 0.0220 -0.0170
-0.1081 -0.0686 0.0542
-0.0191 0.0230 -0.0211
0.0783 -0.0091 -0.0018
0.0821 0.0071 -0.0706
0.0282 -0.0413 -0.0923
-0.1207 -0.0386 -0.0499
-0.0152 0.0470 0.0080
-0.0750 0.0701 0.0387
-0.0506 0.0186 -0.0727
0.0153 -0.0599 -0.0703
0.0985 -0.0950 -0.0912
-0.0196 -0.1034 0.0809
0.0117 -0.0559 -0.0512
0.0318 0.0033 -0.0338
0.0428 0.0987 0.0174
0.0402 0.1221 -0.0435
-0.0272 0.0303 0.0386
-0.0485 0.1198 0.0418
-0.0622 0.0277 -0.0678
-0.0060 -0.0721 -0.0858
0.0427 -0.1330 -0.0917
-0.0895 -0.0344 0.0198
-0.0834 -0.0234 0.0108
-0.0214 -0.0447 0.0279
0.0475 -0.0553 0.0143
0.0954 0.0248 -0.0036
0.1148 -0.1380 -0.1071
-0.5481 0.4046 -0.5793
0.0120 -0.1143 0.0870
-0.0952 0.3063 0.0058
-0.0359 -0.1018 0.0031
0.0941 0.2398 -0.0148
0.1950 -0.0133 0.0903
-0.0459 -0.1310 0.3265
-0.1569 -0.0193 0.0698
0.1302 0.0305 -0.0393
-0.0529 0.0505 -0.0803
-0.0695 0.0974 -0.0989
0.1087 0.1116 0.2237
0.1626 -0.0463 0.1153
0.2221 -0.1993 0.1468
-0.0641 -0.0348 -0.1375
-0.6160 0.0812 -0.5116
-0.0208 0.0763 0.2714
0.1577 0.0165 -0.1693
0.0272 0.1029 -0.0233
-0.0018 0.1087 0.0081
-0.0426 -0.0424 -0.0235
0.3446 0.2800 -0.0485
-0.3360 -0.4835 -0.2126
0.0564 0.0960 0.0198
-0.1428 0.0076 0.0652
-0.0557 -0.1619 0.0005
0.1448 -0.1025 -0.1408
-0.1207 0.0348 0.2273
-0.0615 0.0095 -0.0331
-0.0059 0.0801 0.0264
-0.0413 0.0286 0.0024
-0.0442 -0.0294 -0.0625
0.0260 -0.0588 -0.0291
0.0064 -0.0190 -0.0051
0.0151 0.0042 -0.0091
0.0062 0.0181 0.0355
-0.0597 -0.0207 0.0582
-0.0169 0.0892 0.0382
0.0139 -0.0209 0.0207
0.0293 0.0476 -0.0308
0.0182 0.0240 -0.0050
1.0220 -0.5535 -0.3874
1.0290 0.0364 0.9128
-0.0593 0.6617 0.3823
-0.1101 -0.0879 -0.2099
-0.3280 0.5298 0.0705
0.7604 0.1353 0.3532
-0.4383 -0.4347 -0.1522
-0.0646 -0.2655 -0.0063
0.1945 0.0437 0.0268
0.0994 0.0650 -0.0155
-0.0465 0.2058 0.0204
-0.1880 -0.0745 -0.0491
0.7180 -0.0448 -0.5914
0.2403 0.0582 -0.0064
-0.0130 -0.0100 0.1931
0.0051 0.0047 0.0805
-0.1624 -0.0028 0.0007
-0.0265 -0.0916 -0.1108
0.4929 -0.0405 0.8052
-0.3524 0.1896 0.5516
0.1699 -0.0103 -0.5538
0.1868 0.0988 0.1703
0.0315 0.0747 -0.0212
-0.4578 -0.2018 -0.5484
-0.0203 -0.0104 0.0653
-0.0371 -0.0656 0.0361
0.0600 0.1887 -0.0090
0.0449 0.1109 -0.0404
0.1260 -0.0718 0.0220
0.1124 0.0078 0.0281
0.0364 0.0883 0.0450
-0.0534 0.1123 0.0352
-0.0945 0.1624 0.0423
0.0411 0.0471 0.1096
-0.0023 0.0267 0.0504
-0.0559 0.0008 0.0200
-0.0472 -0.0390 -0.0652
-0.0896 -0.0625 -0.1242
0.0601 -0.0468 0.0443
0.0642 -0.0231 -0.0782
0.1414 -0.0882 -0.0681
-0.0162 -0.2127 0.2416
0.0116 -0.0100 -0.1306

Values from the calculation:
net charge: 0
frontier orbital gap: 7.675 eV
ΔE to the lowest compared entry with this formula, charge and spin: 3.688 eV
M: 1501.16 g mol⁻¹
lowest unoccupied orbital energy: 0.0025 Eh